No. 1
C25H26Br2N4O4Rh | ωB97M-V/def2-TZVPD

Results
E_HOMO: -10.8 eV
Kohn-Sham gap: 6.83 eV
Total charge: +1

Structure (XYZ):
```
62
Properties=species:S:1:pos:R:3:lowdin_charge:R:1
H 3.806 -2.912 3.514 0.120
H 5.662 -6.537 2.329 0.082
H -1.960 -2.294 -0.980 0.099
Br -0.859 2.490 -0.642 0.819
H 3.226 0.366 3.513 0.105
N 3.011 -4.354 2.279 -0.040
H 5.128 -2.670 1.498 0.074
H 1.762 0.627 -6.002 0.115
C 0.968 -4.019 0.802 -0.029
O -0.367 0.322 1.837 -0.233
H -3.351 2.682 -0.718 0.020
C 0.840 0.129 -4.153 -0.002
O -1.262 0.324 4.288 0.077
O -0.032 -0.417 -2.053 -0.232
H -2.752 2.643 0.983 0.026
H 3.371 -6.174 3.223 0.123
Br -3.045 0.338 0.079 0.776
H 1.566 -1.953 1.112 0.070
C 1.101 0.306 3.740 -0.085
N -0.208 -2.069 0.099 -0.064
C 0.866 0.301 2.285 -0.410
C 0.036 0.307 4.655 -0.252
Rh -0.419 -0.137 -0.142 0.914
C 2.159 0.530 -2.171 -0.158
H 2.333 -2.421 2.746 0.096
H 0.091 -5.861 0.218 0.133
C 1.604 0.276 6.477 -0.057
O 1.982 -6.068 1.268 0.055
C 3.215 0.993 -2.988 -0.032
H 4.459 -4.857 3.678 0.117
N 1.877 0.296 1.472 0.089
C 2.416 0.323 4.229 -0.038
H 1.795 0.252 7.542 0.113
N 1.475 0.209 0.141 -0.137
H 3.700 -2.434 0.494 0.077
C 3.271 -2.945 2.568 -0.196
C 4.115 -2.267 1.492 -0.063
C -1.148 -2.817 -0.493 -0.096
H 3.691 0.323 5.943 0.106
H 4.171 -1.194 1.672 0.059
H 5.551 -5.040 1.397 0.066
H -0.534 0.275 6.707 0.125
C 3.954 -5.338 2.842 -0.181
C -2.666 2.230 -0.013 -0.901
H 3.276 0.922 -0.371 0.149
C -0.013 -4.786 0.176 0.041
H 3.894 1.379 -4.972 0.109
H -1.296 0.328 3.317 0.064
C 0.304 0.284 6.023 0.000
H -1.828 -4.777 -0.980 0.126
C 1.878 0.594 -4.926 -0.048
H -0.091 -0.209 -4.590 0.122
C 2.330 0.554 -0.760 -0.038
C 2.056 -4.865 1.476 -0.387
C 0.842 -2.640 0.714 -0.016
C 0.963 0.076 -2.756 -0.348
C -1.071 -4.189 -0.483 0.002
C 3.085 1.025 -4.349 -0.075
C 4.972 -5.855 1.832 -0.062
C 2.673 0.306 5.579 -0.077
H 4.131 1.329 -2.515 0.119
H 4.472 -6.399 1.034 0.072
```

No. 2
C3H2BrCl | ωB97M-V/def2-TZVPD

Results
E_HOMO: -8.8 eV
Kohn-Sham gap: 7.88 eV

Structure (XYZ):
```
7
Properties=species:S:1:pos:R:3:lowdin_charge:R:1
Br -2.443 0.608 -0.120 0.724
H 1.061 0.813 0.608 0.080
C 0.284 0.320 0.036 -0.541
C -0.886 0.921 0.751 -0.514
Cl 1.528 -1.955 -0.037 0.717
C 0.131 -1.154 -0.183 -0.586
H 0.326 0.447 -1.055 0.121
```

No. 3
C3H17N2O3 | ωB97M-V/def2-TZVPD

Results
E_HOMO: -12.9 eV
Kohn-Sham gap: 10.06 eV
Total charge: +1

Structure (XYZ):
```
25
Properties=species:S:1:pos:R:3:lowdin_charge:R:1
H -1.962 1.646 -0.459 0.043
C -1.270 -0.808 -0.665 -0.186
H -1.926 0.299 -2.414 0.113
O -1.867 1.105 1.757 -0.072
N 0.552 -0.572 1.083 0.187
H -0.108 0.210 -2.222 0.109
H 2.225 -3.506 0.816 0.080
H 1.296 0.133 0.932 0.151
H 0.889 -1.253 1.773 0.152
H -1.688 -1.716 -1.131 0.131
H 1.449 2.414 -1.018 0.024
H -1.369 2.232 -1.823 0.062
O 2.194 -2.612 0.443 -0.054
H -0.157 -2.440 0.229 0.131
C -1.071 0.271 -1.726 -0.207
H -0.226 0.002 1.422 0.103
H -2.442 0.971 2.540 0.087
H -1.726 1.998 2.135 0.087
H 3.146 -2.460 0.330 0.083
N -1.122 1.643 -1.039 -0.015
H -1.898 -0.503 0.169 0.094
H 0.845 -1.505 -0.696 0.111
H 2.577 2.807 -0.096 0.046
O 2.115 2.031 -0.433 -0.068
C -0.030 -1.383 -0.051 -0.191
```

No. 4
CH3N4O | ωB97M-V/def2-TZVPD

Results
E_HOMO: -14.3 eV
Kohn-Sham gap: 9.28 eV
Total charge: +1

Structure (XYZ):
```
9
Properties=species:S:1:pos:R:3:lowdin_charge:R:1
H -0.800 2.444 0.000 0.130
N 1.618 -2.775 -0.578 0.141
N 2.371 -2.387 0.178 0.316
N -0.793 1.505 0.289 0.225
H 1.346 -3.299 -1.358 0.154
N 0.035 -0.651 -0.437 0.036
O 0.136 -1.738 -1.061 -0.068
H -1.262 1.439 1.129 0.111
C -0.322 0.409 -0.202 -0.045
```

No. 5
C44H77N11 | ωB97M-V/def2-TZVPD

Results
E_HOMO: -11.1 eV
Kohn-Sham gap: 11.26 eV
SMILES: CCCC#N.CCCC#N.CCCC#N.CCCC#N.CCCC#N.CCCC#N.CCCC#N.CCCC#N.CCCC#N.CCCC#N.CCCC#N

Structure (XYZ):
```
132
Properties=species:S:1:pos:R:3:lowdin_charge:R:1
C 2.985 2.707 1.208 -0.272
H -0.609 5.987 -1.160 0.060
H -2.273 -5.361 0.727 0.063
H 1.937 2.662 1.504 0.089
C -1.002 -3.824 5.426 -0.159
N -2.752 0.348 -2.672 0.204
H 2.468 4.425 0.041 0.109
N 5.934 -3.873 0.895 0.153
H 3.284 -2.333 0.378 0.096
C 0.011 -6.828 -2.142 -0.216
C -1.898 -0.094 0.511 -0.168
H -7.097 4.816 -1.886 0.078
H 0.621 6.275 0.878 0.087
C 1.221 0.733 4.272 -0.198
H 1.389 -2.900 4.109 0.073
H 2.586 2.859 -0.812 0.089
N 0.311 -5.889 6.474 0.132
H -1.140 -2.606 3.629 0.079
N -0.881 2.322 0.080 0.157
C -0.977 -1.278 0.029 -0.236
H -0.844 0.771 -4.964 0.129
H -1.176 -4.205 3.254 0.097
N 5.510 3.924 -0.932 0.142
H 0.794 0.061 -2.530 0.094
H 1.924 -4.635 -4.514 0.084
C 0.416 -1.347 0.634 -0.089
C -5.714 1.647 -1.252 -0.172
H 1.168 -4.617 3.723 0.076
N -1.308 0.081 3.973 0.162
H 2.829 -3.933 0.897 0.101
H -2.041 6.048 -3.328 0.110
C -0.706 5.576 2.479 -0.102
C 1.450 -0.273 6.637 -0.081
H 0.226 6.293 -2.748 0.083
C 1.684 0.933 5.711 -0.234
H 2.344 -0.860 6.846 0.072
H 0.214 4.718 -1.912 0.048
H 3.296 -2.867 -1.848 0.097
N 0.801 8.022 5.025 0.135
H -5.486 4.311 -2.269 0.037
H 1.987 -2.272 -3.838 0.049
C 4.427 3.742 -0.564 -0.213
C -1.358 1.249 0.238 -0.192
C -0.356 -5.937 0.167 -0.254
H -6.042 0.956 -0.475 0.109
H -3.447 4.137 -2.821 0.098
H 3.194 0.709 0.467 0.059
C 0.579 7.788 2.400 -0.186
C 3.679 1.342 1.211 -0.085
C -3.177 5.047 -0.986 -0.244
H 1.462 -6.742 -0.738 0.092
C 1.594 -3.884 -5.232 -0.247
H 0.861 2.597 -4.206 0.075
H 1.078 0.014 7.621 0.079
C 3.664 -5.043 -1.749 -0.092
H 1.259 1.844 6.131 0.112
H 0.188 -7.936 -0.361 0.126
C 3.051 3.511 -0.072 -0.191
H 4.744 1.451 1.009 0.079
C -6.529 2.975 -1.023 -0.249
N -0.906 -3.367 -2.713 0.180
C 3.033 -3.724 -1.228 -0.235
C 4.854 -3.664 0.664 -0.229
H -0.310 8.321 2.066 0.118
C -6.511 3.950 -2.194 -0.106
H 2.133 -1.878 -5.556 0.073
C -0.246 -4.974 5.992 -0.222
H 4.730 -4.911 -1.936 0.076
H 3.485 3.359 1.924 0.110
H 0.968 -0.422 0.468 0.062
N -6.382 0.532 -3.588 0.126
H -2.226 3.353 -1.822 0.068
H 3.208 -5.311 -2.703 0.054
H 1.856 0.033 3.729 0.111
C -2.609 4.320 -2.148 -0.176
C -1.779 0.254 -3.300 -0.197
H -2.811 -0.235 -0.067 0.091
C 0.786 -3.611 3.545 -0.113
H -0.882 -1.300 -1.056 0.056
H -1.688 6.041 2.396 0.069
C 3.476 -3.392 0.205 -0.187
N -3.535 5.619 -0.087 0.164
H -2.244 -7.128 0.536 0.078
H -0.398 -4.717 -5.465 0.112
H 0.891 -1.039 6.100 0.046
H -2.036 -3.967 5.739 0.119
H 0.965 -3.425 2.486 0.038
C -0.610 0.128 -4.115 -0.186
C 0.708 7.911 3.890 -0.218
C 0.388 -6.925 -0.718 -0.181
C 2.353 -2.631 -4.800 -0.104
H -0.630 5.327 3.538 0.072
H 0.912 -2.116 0.041 0.049
H -4.626 1.718 -1.243 0.075
C 0.901 2.068 -3.253 -0.083
C 0.079 -3.798 -5.124 -0.181
C -0.373 5.604 -2.153 -0.107
H 1.425 5.894 2.297 0.101
C -1.571 5.147 -2.932 -0.260
H 0.428 -1.628 1.687 0.047
H 3.425 -2.789 -4.686 0.080
C -0.665 -3.535 3.945 -0.256
H 2.729 1.234 5.640 0.107
C 0.725 0.536 -3.509 -0.222
N -0.279 -6.724 -3.252 0.163
H -1.286 4.636 -3.852 0.105
H 1.879 2.342 -2.858 0.059
H -1.551 -2.184 0.222 0.103
H -7.594 2.788 -0.892 0.102
H -0.864 4.644 1.936 0.047
C 0.492 6.344 1.958 -0.277
H -6.299 3.460 -0.074 0.103
C -0.189 0.411 4.133 -0.205
H 3.578 -5.905 -1.087 0.069
H -0.294 -3.002 -5.769 0.110
H -0.075 -6.124 1.203 0.102
C -0.495 -3.549 -3.766 -0.222
H 0.112 2.474 -2.620 0.040
H -6.917 3.499 -3.099 0.075
H 1.956 -3.859 -1.329 0.080
H -2.143 -0.144 1.572 0.084
H 3.593 0.808 2.158 0.057
H -0.546 -0.871 -4.546 0.094
H -2.260 -6.130 -0.900 0.068
C -6.083 1.029 -2.548 -0.241
H 1.408 8.321 1.935 0.114
H 1.567 0.195 -4.112 0.096
H 1.267 1.653 3.690 0.108
H 1.886 -4.242 -6.220 0.117
C -1.890 -6.184 0.124 -0.087
H -0.687 -2.976 6.035 0.100
H -0.063 -4.917 -0.081 0.086
```

No. 6
C6H6N4 | ωB97M-V/def2-TZVPD

Results
E_HOMO: -10.3 eV
Kohn-Sham gap: 10.92 eV
SMILES: C[C@@H](N)C(C#N)(C#N)C#N

Structure (XYZ):
```
16
Properties=species:S:1:pos:R:3:lowdin_charge:R:1
H -0.837 1.583 1.680 0.087
H -1.417 -1.501 -0.310 0.099
C 1.655 -0.074 -1.247 -0.199
H -1.277 -0.025 1.562 0.032
C 1.067 0.004 0.054 -0.351
C -1.258 -0.549 -0.874 -0.088
N 2.046 -0.162 -2.326 0.212
N -1.117 0.797 1.135 0.081
H -1.054 -0.626 -1.946 0.093
C 0.936 -1.392 0.541 -0.160
H -2.378 -0.489 -1.022 0.108
N 2.275 1.727 1.508 0.217
N 0.714 -2.386 1.101 0.206
C 1.715 0.969 0.894 -0.186
C -0.556 0.545 -0.179 -0.312
H -0.512 1.579 -0.573 0.162
```